C44H38BrN6OP2SSn | ωB97M-V/def2-TZVPD

CARTESIAN COORDINATES (ANGSTROEM)
Sn 2.052 1.140 -0.734
Br 1.348 -5.592 6.180
S 2.177 5.989 -1.356
P -4.753 -0.216 -1.442
P -1.528 0.211 -0.627
O 4.199 0.627 -0.428
N 5.646 -0.512 4.654
N 2.466 1.409 1.561
N 2.406 3.488 -0.697
N 4.757 -0.692 5.564
N 4.347 4.372 -1.700
N 1.092 3.841 -0.357
C -4.083 1.862 -3.335
C 3.115 1.206 4.213
C 3.635 -4.227 5.119
C 2.771 -3.312 7.166
C -1.256 5.894 -1.762
C 0.827 5.104 -0.600
C 5.350 0.289 3.557
C -4.859 1.557 -5.642
C -3.571 -3.735 -3.170
C -0.082 -0.841 -4.862
C 4.094 0.916 3.259
C 3.735 1.024 1.903
C -3.863 -2.405 -3.048
C 1.560 1.682 2.506
C -0.746 0.764 -3.177
C 6.310 0.213 2.577
C -1.117 -0.282 -2.300
C 0.474 -2.693 1.291
C 3.576 -2.195 7.034
C 4.578 0.628 0.842
C -4.323 -1.933 -1.780
C -0.977 -1.600 -2.740
C -3.335 0.581 -0.582
C -4.198 -4.193 -0.914
C -5.622 0.069 -3.921
C -4.078 2.189 -4.690
C -4.526 -2.844 -0.711
C 4.379 -3.043 4.861
C -0.496 -1.844 -4.015
C -0.611 5.551 -0.430
C 4.324 -2.007 5.831
C -1.293 -1.302 0.351
C 3.094 4.505 -1.256
C -0.190 0.463 -4.423
C -5.650 0.490 -5.250
C -0.269 -2.872 2.469
C 2.709 -4.252 6.153
C -3.735 -4.646 -2.130
C 1.838 1.563 3.837
C -2.038 -1.551 1.513
C -4.750 0.648 -3.020
C -0.013 -1.905 0.249
C -1.521 -2.302 2.568
C 5.934 0.319 1.241
H -3.486 3.081 -5.004
H 0.518 -1.867 -0.729
H -3.472 1.639 -0.723
H -2.333 6.172 -1.643
H -3.655 -1.720 -3.841
H 1.444 -3.167 1.224
H 2.040 -3.368 7.996
H -0.655 6.350 0.285
H -4.943 -2.473 0.214
H 0.546 1.872 2.229
H 3.406 1.053 5.275
H -2.171 -2.437 3.417
H -0.957 1.787 -2.858
H 0.154 1.289 -5.037
H -1.267 -2.425 -2.099
H -4.409 -4.905 -0.114
H -3.611 -5.705 -2.316
H 0.354 -1.072 -5.827
H -0.429 -2.890 -4.310
H -3.543 2.462 -2.580
H -1.160 4.716 -0.006
H -0.769 6.779 -2.209
H -3.528 0.459 0.501
H -1.252 5.099 -2.537
H 7.357 -0.006 2.860
H -6.297 -0.034 -5.958
H -3.164 -4.118 -4.135
H 3.755 -5.105 4.463
H 3.733 -1.450 7.840
H -4.840 1.905 -6.685
H 1.009 1.715 4.500
H 0.140 -3.458 3.312
H -3.050 -1.174 1.607
H 5.027 -2.877 3.988
H 4.829 5.253 -1.926
H -6.263 -0.740 -3.593
H 6.685 0.165 0.458
H 4.947 3.592 -1.437

Output
multiplicity = 1
DFT total energy = -5971.4892 a.u.
highest occupied orbital energy (alpha / beta) = -14.79 / -14.83 eV
total charge = +3
HOMO-LUMO gap (alpha / beta) = 4.946 / 5.540 eV